Density functional theory data (ωB97M-V with the def2-TZVPD basis set) for 9 unconnected molecules or ions with the total composition C26H60Cl2N8O8 at a distorted geometry.

```
104
Properties=species:S:1:pos:R:3:mulliken_charge:R:1
C -13.30 -17.62 2.73 -1.211
N -12.87 -16.54 1.85 0.460
C -12.35 -15.35 2.34 0.614
C -11.83 -14.39 1.31 -0.542
O -12.25 -15.13 3.53 -0.700
H -13.93 -17.29 3.59 0.351
H -12.46 -18.10 3.23 0.322
H -13.82 -18.37 2.19 0.443
H -12.97 -16.65 0.84 -0.181
H -12.39 -13.44 1.37 0.403
H -11.91 -14.71 0.28 -0.264
H -10.86 -14.08 1.60 0.390
C -9.24 -17.29 0.80 0.747
N -8.15 -16.41 0.33 -0.099
C -8.03 -15.71 -0.83 0.171
C -9.30 -15.47 -1.62 0.148
O -6.95 -15.40 -1.26 -0.701
H -10.16 -16.76 0.97 -0.386
H -8.95 -17.74 1.76 0.353
H -9.37 -18.07 0.07 -0.534
H -7.27 -16.53 0.81 0.257
H -9.02 -14.87 -2.48 0.172
H -9.98 -14.94 -0.99 0.312
H -9.76 -16.41 -1.89 -0.405
C -7.92 -19.88 -1.95 -0.719
N -7.60 -19.00 -3.05 -0.120
C -8.62 -18.70 -3.92 0.672
C -8.33 -17.70 -4.99 -1.024
O -9.70 -19.26 -3.83 -0.749
H -7.00 -20.04 -1.36 0.347
H -8.22 -20.83 -2.35 0.335
H -8.67 -19.51 -1.24 -0.093
H -6.76 -18.45 -3.03 0.242
H -8.95 -17.94 -5.86 0.336
H -7.27 -17.68 -5.26 0.481
H -8.61 -16.68 -4.70 0.101
C -16.01 -13.59 -6.07 -0.802
N -16.26 -14.70 -5.14 -0.184
C -15.43 -15.74 -4.95 0.545
C -15.76 -16.69 -3.86 -0.280
O -14.40 -15.97 -5.58 -0.665
H -15.19 -13.82 -6.76 0.268
H -15.85 -12.67 -5.55 0.237
H -16.91 -13.54 -6.70 0.367
H -17.03 -14.67 -4.48 0.219
H -16.61 -16.24 -3.32 0.353
H -14.87 -16.87 -3.25 -0.224
H -16.11 -17.61 -4.30 0.238
C -13.33 -23.21 -0.64 -0.790
N -14.53 -23.07 0.19 -0.194
C -14.80 -21.97 0.99 0.675
C -16.03 -22.06 1.84 -1.417
O -13.98 -21.07 1.06 -0.539
H -13.40 -24.23 -1.04 0.329
H -12.44 -22.97 -0.08 0.243
H -13.45 -22.54 -1.47 0.268
H -15.28 -23.73 0.01 0.247
H -16.94 -22.21 1.30 0.404
H -16.21 -21.18 2.42 0.332
H -15.87 -22.80 2.62 0.397
C -8.02 -13.38 -6.69 -0.900
N -9.38 -13.73 -7.09 -0.181
C -10.23 -14.44 -6.33 0.453
C -11.56 -14.75 -6.97 -0.903
O -9.94 -14.79 -5.22 -0.396
H -7.49 -14.16 -6.14 0.243
H -7.99 -12.54 -5.98 0.273
H -7.42 -13.08 -7.57 0.347
H -9.67 -13.55 -8.03 0.247
H -12.29 -13.94 -6.91 0.205
H -11.97 -15.60 -6.40 0.117
H -11.47 -14.97 -8.03 0.591
C -11.72 -19.30 -0.65 -0.718
N -11.81 -18.68 -1.96 -0.024
C -12.23 -17.46 -2.19 0.353
C -11.88 -17.02 -3.60 0.310
O -12.76 -16.75 -1.36 -0.637
H -11.59 -18.59 0.16 -0.019
H -10.84 -19.92 -0.69 0.463
H -12.56 -19.90 -0.30 0.023
H -11.24 -19.14 -2.65 0.482
H -12.77 -16.91 -4.24 -0.172
H -11.22 -17.67 -4.09 0.309
H -11.47 -16.01 -3.55 -0.454
C -16.25 -18.80 -0.92 -1.279
N -15.73 -17.50 -0.65 0.578
C -16.53 -16.46 -0.43 0.685
C -15.86 -15.12 -0.11 -0.766
O -17.75 -16.46 -0.42 -0.728
H -16.67 -19.22 0.00 0.355
H -15.46 -19.51 -1.07 0.378
H -17.05 -18.86 -1.65 0.360
H -14.74 -17.26 -0.66 -0.133
H -16.47 -14.36 -0.61 0.325
H -14.83 -15.00 -0.41 0.040
H -15.91 -15.03 0.97 0.281
Cl -13.55 -11.15 -4.88 -0.221
C -12.05 -12.11 -4.61 -0.329
C -12.35 -13.29 -3.71 1.281
Cl -12.97 -12.83 -2.10 -0.194
H -11.38 -11.40 -4.14 0.496
H -11.68 -12.33 -5.62 0.055
H -11.47 -13.90 -3.61 -0.733
H -13.15 -13.86 -4.18 -0.420
```

For the HOMO energy, the calculation gives -9.010 eV. Its structure (SMILES) is CNC(C)=O.CNC(C)=O.CNC(C)=O.CNC(C)=O.CNC(C)=O.CNC(C)=O.CNC(C)=O.CNC(C)=O.ClCCCl. The spin multiplicity is 1. The total energy is -2987.17200 a.u. For the frontier orbital gap, the calculation gives 0.349 Ha.